{"formula": "C56H117F6N12O20S2", "method": "ωB97M-V/def2-TZVPD", "symbols": ["S", "S", "F", "F", "F", "F", "F", "F", "O", "O", "O", "O", "O", "O", "O", "O", "O", "O", "O", "O", "O", "O", "O", "O", "O", "O", "O", "O", "N", "N", "N", "N", "N", "N", "N", "N", "N", "N", "N", "N", "C", "C", "C", "C", "C", "C", "C", "C", "C", "C", "C", "C", "C", "C", "C", "C", "C", "C", "C", "C", "C", "C", "C", "C", "C", "C", "C", "C", "C", "C", "C", "C", "C", "C", "C", "C", "C", "C", "C", "C", "C", "C", "C", "C", "C", "C", "C", "C", "C", "C", "C", "C", "C", "C", "C", "C", "H", "H", "H", "H", "H", "H", "H", "H", "H", "H", "H", "H", "H", "H", "H", "H", "H", "H", "H", "H", "H", "H", "H", "H", "H", "H", "H", "H", "H", "H", "H", "H", "H", "H", "H", "H", "H", "H", "H", "H", "H", "H", "H", "H", "H", "H", "H", "H", "H", "H", "H", "H", "H", "H", "H", "H", "H", "H", "H", "H", "H", "H", "H", "H", "H", "H", "H", "H", "H", "H", "H", "H", "H", "H", "H", "H", "H", "H", "H", "H", "H", "H", "H", "H", "H", "H", "H", "H", "H", "H", "H", "H", "H", "H", "H", "H", "H", "H", "H", "H", "H", "H", "H", "H", "H", "H", "H", "H", "H", "H", "H", "H", "H", "H", "H", "H", "H"], "positions_angstrom": [[15.010443, -15.517933, 30.815845], [18.613922, -12.796582, 22.923453], [16.761869, -16.544333, 32.807683], [17.691725, -15.542740, 31.216940], [16.845510, -17.544558, 30.929962], [17.074620, -12.290800, 24.994846], [17.017771, -10.754830, 23.340815], [18.675846, -10.786753, 24.801160], [10.840018, -11.447215, 25.527603], [19.783881, -3.157972, 33.272963], [14.022610, -16.511854, 31.165603], [15.123541, -15.254747, 29.361785], [17.468185, -13.532063, 22.358069], [18.304481, -5.524258, 31.303658], [18.390677, -7.166682, 22.002126], [19.470174, -11.831838, 36.522841], [19.430692, -13.630787, 23.761062], [14.150110, -9.778075, 36.168691], [19.215837, -2.842051, 20.221359], [15.346510, -12.402587, 38.245756], [14.726488, -10.505414, 34.181522], [11.726753, -12.328167, 23.754861], [14.858901, -14.253832, 31.567578], [21.701553, -7.777347, 32.237673], [19.325609, -11.923715, 21.955001], [26.155720, -4.214981, 28.819019], [17.672554, -7.582848, 31.140443], [22.286312, -6.655151, 27.497607], [13.255340, -15.993914, 36.457641], [19.992889, -6.064332, 33.532703], [17.154335, -10.011392, 37.076236], [9.609553, -8.998009, 28.515266], [24.728075, -5.137790, 26.597075], [11.286822, -7.503235, 28.129920], [17.082346, -4.892245, 20.778644], [14.381218, -14.776076, 34.965607], [17.128765, -11.617952, 30.572637], [13.647932, -9.836721, 30.648697], [17.586833, -10.403291, 28.799999], [11.876165, -11.328346, 30.554125], [12.648251, -11.305121, 35.108905], [16.530558, -11.251332, 28.414765], [19.025583, -10.831416, 35.668799], [17.087920, -11.970959, 32.007366], [20.279686, -3.677071, 34.510144], [17.358844, -8.688073, 26.853989], [18.308393, -5.167979, 19.933577], [20.467150, -8.439027, 32.709972], [14.448339, -11.614519, 39.027954], [24.094301, -6.325988, 25.807187], [26.863337, -4.184572, 27.600018], [11.704273, -15.643243, 38.329055], [11.043435, -7.659889, 29.496854], [19.806697, -1.705473, 33.108466], [26.250925, -5.028972, 26.445395], [10.841005, -12.307397, 31.036597], [12.788747, -10.651455, 31.398445], [12.264751, -10.916262, 29.292918], [16.846984, -6.089729, 29.463899], [19.011854, -8.100089, 22.894535], [18.234142, -9.383115, 27.946498], [14.312953, -15.088058, 36.268629], [16.291289, -6.135021, 21.291268], [22.566877, -6.453035, 26.115926], [26.629890, -3.230331, 29.758150], [13.345218, -10.028003, 29.330073], [11.814873, -11.995594, 24.963652], [8.438242, -9.790928, 28.290353], [13.937568, -10.462755, 35.170330], [17.683517, -6.419160, 30.710681], [12.853042, -16.428409, 37.819705], [17.513729, -10.583683, 35.756026], [18.946975, -3.920573, 19.283692], [16.678531, -16.348746, 31.468666], [19.379210, -13.136019, 36.066204], [19.699947, -7.577403, 33.833540], [20.033085, -1.889421, 19.616266], [16.763328, -12.256897, 38.433073], [20.882989, -7.003595, 27.746035], [12.981246, -12.371784, 25.804122], [10.356453, -8.346283, 27.580984], [17.943968, -10.682619, 30.053150], [11.280324, -13.839694, 30.870927], [17.770188, -11.526106, 24.120464], [22.224551, -8.476204, 31.108068], [10.074986, -8.596701, 29.740302], [15.239931, -13.742462, 34.365800], [12.145207, -6.543650, 27.433010], [13.556352, -6.471261, 28.043565], [14.670290, -8.913027, 31.034465], [19.861859, -5.177953, 34.779214], [16.275825, -12.002847, 29.597970], [17.370841, -10.818268, 38.404736], [12.670339, -16.251489, 35.255909], [17.006023, -7.184894, 22.149337], [13.387834, -15.503372, 34.289776], [11.845484, -14.568667, 38.213194], [13.586984, -16.171199, 38.583428], [12.774317, -11.966557, 34.251747], [21.050691, -2.227023, 19.419789], [17.577220, -9.094300, 37.090641], [13.393735, -11.425923, 26.155261], [18.832095, -7.957988, 23.960171], [19.789567, -8.580587, 31.867975], [19.934819, -13.331224, 35.148994], [10.816892, -15.981213, 37.793865], [8.196303, -10.521390, 29.062365], [15.499353, -12.719370, 29.821801], [20.132622, -0.980950, 20.210296], [14.869750, -14.569885, 37.035356], [17.930143, -8.055317, 26.174766], [15.870273, -5.757038, 29.815232], [15.983301, -6.712976, 20.419937], [18.341146, -13.356865, 35.817699], [14.584883, -13.107762, 33.768992], [20.749166, -7.269439, 28.794620], [21.357030, -3.598089, 34.655661], [11.543791, -7.013204, 30.202437], [19.857768, -3.050705, 35.296124], [15.684231, -13.152354, 35.167348], [22.117335, -7.223137, 25.489066], [7.546462, -9.220182, 28.031363], [15.659566, -9.310363, 30.807385], [18.882301, -9.155980, 22.657044], [11.143958, -14.208511, 29.854325], [20.535344, -1.322992, 32.393714], [18.821683, -1.541846, 32.671353], [16.733135, -6.966891, 28.826940], [16.467955, -8.183122, 27.227423], [11.711260, -10.756497, 35.013204], [19.890694, -4.310107, 18.901911], [18.837015, -8.703081, 28.548320], [13.488414, -11.905115, 38.601104], [13.316098, -15.331823, 33.225904], [16.611727, -8.165661, 21.883401], [20.204775, -7.751891, 34.783693], [17.040061, -9.532592, 26.243057], [19.914821, -1.118412, 34.020485], [12.660592, -11.960319, 35.979920], [18.310895, -3.575609, 18.468516], [14.365656, -7.936649, 30.657657], [24.269191, -6.003556, 24.780760], [10.172114, -8.408309, 26.518643], [23.190980, -8.133525, 30.738362], [12.869942, -10.754285, 32.470466], [14.694578, -8.863724, 32.123074], [15.381118, -5.790827, 21.782417], [27.883775, -4.497826, 27.820635], [27.591484, -3.594693, 30.119659], [17.485825, -11.245927, 32.717363], [13.703216, -6.270380, 29.104777], [14.174451, -7.308617, 27.719699], [13.921130, -9.566472, 28.541584], [9.549151, -8.839225, 30.651945], [21.485304, -8.292693, 30.328365], [10.566052, -12.017634, 32.050760], [20.930013, -6.074007, 33.156127], [8.629427, -10.464846, 27.455260], [26.538551, -4.785509, 25.422604], [11.671426, -5.562671, 27.469456], [20.797116, -9.425455, 33.035830], [20.466499, -5.698293, 35.522027], [19.068927, -5.733538, 20.471941], [12.594564, -12.973365, 26.626734], [24.541304, -7.271329, 26.114775], [19.536265, -9.919851, 35.979196], [17.131096, -12.838839, 37.587977], [20.275861, -6.119402, 27.551884], [26.001105, -3.091696, 30.637649], [24.358015, -4.215776, 26.415301], [14.393411, -12.064331, 40.019289], [18.965256, -9.956086, 27.376153], [19.714706, -1.614942, 18.610594], [17.063053, -10.238528, 39.274948], [14.266209, -5.703470, 27.735850], [26.964611, -3.141472, 27.300344], [17.672997, -12.889362, 32.055541], [11.519074, -15.834215, 39.386099], [17.245044, -5.280539, 28.851642], [9.871535, -12.147829, 30.564611], [19.850100, -13.639820, 36.910340], [18.618379, -7.712393, 33.824006], [22.013814, -5.601058, 25.720485], [12.782722, -17.515371, 37.860630], [19.427739, -5.654334, 32.802901], [22.342904, -9.524505, 31.382228], [18.831096, -5.274127, 35.120360], [16.597526, -7.023408, 23.146906], [12.311107, -14.054774, 31.152591], [10.616493, -14.531470, 31.389456], [20.080484, -7.906678, 22.801208], [17.240673, -4.241292, 21.534487], [17.269829, -9.701205, 35.164566], [11.892778, -16.990719, 35.132070], [16.508364, -4.308996, 20.186654], [18.445988, -10.821584, 38.583999], [16.031540, -14.106470, 33.710854], [17.086602, -12.865028, 39.277920], [26.922468, -2.223600, 29.459826], [26.689618, -6.026285, 26.413476], [12.265382, -6.799507, 26.380302], [16.905826, -11.439159, 35.461552], [11.763756, -11.344075, 28.437122], [18.629928, -10.098283, 30.648471], [17.953375, -5.886791, 19.195076], [19.377284, -10.862913, 34.637575], [16.099217, -11.343547, 27.428936], [13.813146, -12.799694, 25.244731], [24.527357, -5.194586, 27.585300], [14.635405, -10.541717, 39.074777], [16.157229, -9.939083, 36.932516], [16.045877, -12.134652, 32.282061], [20.429989, -7.808416, 27.167114]], "atomic_forces_ev_per_a": [[-0.5, -0.1, -2.2], [-0.9, -0.6, -2.3], [-1.0, 0.3, 0.2], [0.9, 0.6, -0.9], [0.0, 0.4, -0.4], [-0.3, 1.6, 0.1], [-0.7, 0.8, 1.2], [-0.6, 0.6, 0.4], [-0.7, 1.6, 2.4], [1.0, -0.3, 0.6], [0.2, 0.1, 0.5], [0.7, -0.5, 2.5], [1.1, 1.6, 0.8], [0.6, 1.6, 0.0], [-0.2, -0.1, 1.1], [0.4, 1.5, -0.1], [0.6, 0.6, 0.7], [0.5, 0.5, 1.9], [-1.0, -1.8, -0.3], [1.1, 1.0, -0.4], [-0.2, -0.6, -0.6], [1.4, 0.2, 0.9], [0.6, -0.3, 0.3], [-0.9, 0.2, 1.2], [-0.8, -0.4, 1.6], [-1.4, 0.5, -0.2], [-0.4, -2.2, -0.2], [-0.5, -0.8, -0.5], [2.8, 2.0, 0.7], [0.0, -0.9, 2.0], [-0.5, -2.2, 1.5], [2.0, 1.7, -0.6], [1.2, -1.0, -0.1], [-3.1, -2.7, 0.9], [0.0, -0.8, 0.4], [-1.1, -1.4, 0.6], [1.0, 1.9, -0.1], [-3.0, -3.1, 0.4], [-0.9, -0.2, -0.5], [3.4, 2.6, 1.5], [0.9, -0.5, -0.4], [0.6, -1.0, 3.4], [-0.3, 1.0, 0.2], [-0.1, -1.1, -0.5], [-0.5, 0.0, 0.2], [-0.2, -1.6, 0.8], [0.7, -0.1, 0.2], [0.4, 1.0, -0.3], [-0.4, -1.6, 0.4], [-1.4, 1.3, 1.1], [0.7, 1.0, -0.2], [-1.9, -0.3, -0.2], [0.8, 0.6, 0.8], [-0.9, -0.7, -0.3], [0.1, -1.0, 0.8], [0.3, -1.4, -0.2], [-0.1, 0.4, -1.8], [0.2, -0.2, -0.9], [0.2, 0.0, 0.0], [1.6, -0.1, -0.2], [0.9, 0.0, -1.1], [-2.0, -1.0, -0.6], [0.1, -0.3, -1.5], [-0.2, 0.4, -0.3], [1.5, -0.5, 0.9], [-2.0, -1.7, 0.3], [-2.0, -1.1, -3.3], [-0.9, -1.7, -1.5], [0.1, 0.2, -1.2], [0.2, 0.2, 0.3], [1.1, 0.1, 0.5], [1.7, 0.3, -0.6], [-0.3, 0.0, 1.0], [-1.2, 0.0, 0.1], [0.2, -0.5, -0.1], [2.1, 1.1, -1.8], [1.1, 1.0, -0.9], [-0.6, 0.0, -1.2], [0.3, 1.0, 0.1], [1.1, 0.4, 0.0], [-0.1, 0.0, -0.4], [-0.5, 0.6, 0.4], [-0.5, 0.9, -0.3], [1.7, -3.7, -2.2], [-0.8, 0.0, 0.1], [0.3, 1.5, -0.4], [-0.2, 0.3, 0.1], [1.1, 1.0, 0.4], [1.2, -0.1, -0.1], [0.3, 0.0, 1.9], [0.1, 0.1, -1.1], [-1.0, 0.6, -2.3], [0.4, -0.2, 0.1], [1.7, 1.2, -1.8], [-0.7, 0.3, 0.3], [-0.2, -0.1, 1.6], [0.0, -0.1, -0.2], [1.1, -0.2, -0.8], [-0.3, -0.1, -0.1], [0.2, -0.5, 0.4], [-0.1, 0.3, 0.6], [0.0, 0.3, 0.7], [-0.8, 0.4, 0.0], [-0.1, 0.3, -0.1], [0.4, 0.2, -0.1], [-0.4, 0.5, 0.1], [0.4, 0.6, 0.6], [0.1, -0.3, -0.3], [-0.4, -0.2, 0.2], [-0.1, -0.3, 0.2], [0.2, 0.1, 0.4], [-0.1, -0.1, 0.0], [0.0, 0.7, -0.5], [-0.2, -0.7, 0.4], [0.3, 0.0, 0.1], [0.4, 0.2, -0.1], [0.3, 0.0, -0.5], [0.1, -0.3, 0.0], [-0.1, -0.3, 0.4], [-0.2, -0.1, 0.1], [0.5, -0.7, 0.1], [0.2, 0.3, 0.3], [-0.1, 0.6, -0.7], [-0.5, 0.1, -0.3], [0.3, 0.6, -0.3], [0.4, -0.6, 0.0], [0.1, 0.5, 0.1], [-0.1, 0.0, 0.2], [0.2, 0.1, 0.1], [0.2, 0.1, 0.3], [0.0, 0.2, -0.4], [-0.6, 0.0, 0.5], [-0.1, 0.9, -0.2], [-0.2, -0.5, -0.1], [-0.1, -0.1, -0.3], [-0.4, 0.0, 0.1], [-0.3, 0.2, -0.3], [-0.1, -0.4, 0.3], [-0.4, 0.2, 0.2], [0.1, 0.3, -0.2], [0.7, -0.1, -0.2], [-0.1, -0.8, -0.1], [0.1, -0.4, 0.0], [-0.1, 0.5, 0.6], [0.0, 0.1, 0.0], [-0.2, 0.1, 0.1], [0.2, 0.2, 0.0], [0.2, -0.4, -0.5], [0.1, -0.3, 0.3], [0.2, 0.5, -0.7], [-0.9, -0.7, 0.3], [-0.4, -0.7, 0.5], [-0.3, -0.1, 0.0], [0.3, -0.1, 0.0], [0.2, -0.7, -0.4], [0.8, -0.2, 0.3], [0.7, 0.2, -0.1], [0.2, 0.2, -0.4], [-0.4, 1.2, 0.1], [-0.1, -0.1, 0.1], [-0.3, -0.1, 0.6], [0.3, 0.6, 0.2], [-0.5, 0.3, 0.6], [0.5, -0.1, 0.1], [0.6, 0.4, -0.1], [0.0, 0.3, 0.5], [0.4, 0.2, -0.2], [-0.1, 0.2, 0.0], [-0.5, -0.6, -0.4], [-0.6, 0.2, -0.9], [0.3, 0.4, 0.5], [0.1, 0.0, -0.2], [-0.6, 0.2, 0.0], [-0.8, 0.4, -0.5], [-0.9, 0.8, -1.0], [-0.2, 0.2, -0.3], [-0.3, -0.2, 0.5], [0.1, -0.1, 0.0], [0.2, 0.1, 0.2], [0.4, 0.2, -0.8], [-0.6, -1.0, -0.4], [0.2, -0.2, -0.1], [0.1, 0.8, 0.3], [-0.4, 0.1, -0.2], [-1.4, -0.1, -1.5], [-0.1, -0.2, -0.4], [-0.1, 0.2, -0.3], [0.9, 0.0, 0.7], [0.0, 0.3, 0.1], [-0.1, 0.5, 0.6], [0.1, 0.0, -0.2], [0.8, 0.0, 0.6], [-0.2, -0.6, -0.9], [0.0, 0.2, 0.0], [-0.8, -0.2, -0.5], [0.1, -0.6, -0.5], [-0.3, -0.5, 0.2], [0.2, 0.7, 0.6], [-0.7, 0.0, -1.2], [-0.5, -0.4, 0.9], [-0.4, -0.4, 0.2], [-0.2, 0.3, 0.3], [0.1, 0.1, -0.4], [0.0, 0.0, -0.2], [0.0, 0.3, -0.4], [-0.2, -0.9, -0.4], [0.1, 0.1, 0.0], [-0.3, -0.6, 0.0], [0.1, -0.6, 0.8], [-0.1, -0.1, -0.3], [-1.6, 0.8, 0.2], [0.2, -0.2, -0.1], [0.8, -0.3, -0.5]], "homo_ev": -9.81, "total_charge": 3, "energy_ha": -5760.1207, "homo_lumo_gap_ev": 4.41}